17
Properties=species:S:1:pos:R:3:nbo_charge:R:1 method="wB97M-V/def2-TZVPD" spin_multiplicity=1 lumo_energy_ev=1.085 e_homo_ev=-9.21 de_lowest_ev=0.6681 smiles="C[C@H]1CC=CCO1" mol_weight_g_mol=98.1 energy_ha=-309.81782
C -2.205 0.267 -0.040 -0.622
C -0.787 0.097 0.511 0.109
C -0.132 -1.217 0.051 -0.467
C 1.368 -1.142 -0.011 -0.188
C 1.992 0.023 -0.141 -0.219
C 1.251 1.319 -0.225 -0.093
O -0.122 1.282 0.076 -0.542
H -2.985 0.004 0.678 0.208
H -2.354 -0.323 -0.950 0.201
H -2.321 1.322 -0.308 0.234
H -0.810 0.096 1.613 0.164
H -0.515 -1.496 -0.941 0.211
H -0.443 -2.019 0.735 0.219
H 1.929 -2.074 0.009 0.207
H 3.075 0.091 -0.224 0.211
H 1.731 2.067 0.421 0.180
H 1.325 1.703 -1.254 0.186

41
Properties=species:S:1:pos:R:3:nbo_charge:R:1 method="wB97M-V/def2-TZVPD" spin_multiplicity=1 lumo_energy_ev=-4.189 e_homo_ev=-12.47 charge=+1 mol_weight_g_mol=413.3 energy_ha=-2026.84233
N -2.153 3.444 0.537 -0.758
C -1.172 2.839 1.187 0.558
N 0.144 2.958 1.042 -0.448
C 0.658 2.094 1.918 0.288
N -0.310 1.477 2.571 -0.491
P 0.096 0.260 3.752 1.928
O 1.363 -0.505 3.113 -0.952
O 0.434 0.881 5.178 -0.953
S -1.307 -1.043 3.947 -0.580
N -1.512 1.931 2.132 0.087
O -2.710 1.524 2.551 -0.440
H -3.106 3.400 0.863 0.432
H -1.934 3.922 -0.326 0.441
H 1.730 1.953 2.009 0.271
H 1.034 -0.751 2.213 0.543
H -0.059 0.319 5.807 0.552
H -2.930 1.993 3.381 0.504
C -1.671 -4.214 0.205 -0.186
C -1.011 -3.218 0.792 -0.255
C -0.834 -1.917 0.114 0.530
O -0.226 -1.000 0.652 -0.632
C -1.412 -1.753 -1.235 -0.281
C -2.073 -2.747 -1.826 -0.174
C -2.255 -4.057 -1.151 0.460
O -2.856 -4.960 -1.684 -0.438
H -1.812 -5.175 0.682 0.245
H -0.579 -3.312 1.780 0.238
H -1.270 -0.792 -1.711 0.260
H -2.504 -2.648 -2.814 0.244
C 1.843 0.056 -1.925 -0.248
C 3.144 0.291 -1.772 -0.218
C 3.924 1.012 -2.809 0.468
O 5.107 1.224 -2.670 -0.460
C 3.196 1.460 -4.021 -0.211
C 1.895 1.224 -4.173 -0.244
C 1.118 0.506 -3.137 0.500
O -0.072 0.294 -3.278 -0.523
H 1.260 -0.467 -1.179 0.227
H 3.692 -0.029 -0.894 0.232
H 3.780 1.984 -4.767 0.243
H 1.348 1.543 -5.052 0.240

58
Properties=species:S:1:pos:R:3:nbo_charge:R:1 method="wB97M-V/def2-TZVPD" spin_multiplicity=1 lumo_energy_ev=-4.808 e_homo_ev=-9.33 charge=+1 mol_weight_g_mol=510.4 energy_ha=-1542.95302
C 2.522 -1.938 0.745 -0.662
C 2.647 -0.424 0.759 0.087
C 3.968 0.147 0.355 -0.656
C 1.603 0.367 1.132 -0.251
C 0.267 0.223 0.424 -0.439
C -0.824 1.083 1.063 -0.396
C -1.969 1.552 0.138 -0.205
C -2.214 0.659 -1.083 -0.612
C -3.260 1.602 0.985 -0.382
C -4.538 2.061 0.240 -0.461
C -5.558 0.983 0.059 0.118
C -5.597 0.209 -1.125 0.025
N -6.435 -0.759 -1.385 -0.120
N -7.329 -0.962 -0.418 -0.256
C -7.433 -0.296 0.720 0.307
C -8.556 -0.657 1.659 -0.579
C -8.218 -0.541 3.137 0.453
O -9.008 -0.122 3.892 -0.446
I -6.319 -1.219 3.864 0.098
C -6.518 0.716 1.015 -0.211
H 1.753 -2.218 1.460 0.213
H 3.466 -2.375 1.059 0.230
H 2.222 -2.350 -0.223 0.212
H 3.989 1.206 0.612 0.222
H 4.826 -0.323 0.842 0.224
H 4.109 0.031 -0.720 0.221
H 1.735 1.107 1.918 0.204
H -0.033 -0.829 0.522 0.211
H 0.450 0.457 -0.619 0.207
H -1.214 0.606 1.963 0.201
H -0.324 1.987 1.423 0.212
H -1.797 2.581 -0.183 0.205
H -1.320 0.391 -1.633 0.236
H -2.835 1.218 -1.789 0.190
H -2.803 -0.215 -0.797 0.189
H -3.390 0.650 1.503 0.207
H -3.060 2.336 1.767 0.229
H -4.324 2.519 -0.724 0.241
H -5.017 2.838 0.837 0.240
H -4.875 0.422 -1.900 0.243
H -7.987 -1.711 -0.603 0.434
H -8.807 -1.708 1.482 0.265
H -9.437 -0.069 1.409 0.287
H -6.562 1.260 1.945 0.264
C 8.219 -0.946 -3.722 -0.177
C 9.064 -1.694 -2.914 -0.206
C 9.016 -1.551 -1.536 -0.209
C 8.113 -0.658 -0.990 0.083
C 7.267 0.100 -1.778 -0.216
C 7.324 -0.047 -3.154 -0.211
N 8.043 -0.519 0.473 0.520
O 8.810 -1.180 1.140 -0.365
O 7.216 0.248 0.926 -0.386
H 8.256 -1.063 -4.797 0.222
H 9.761 -2.391 -3.357 0.226
H 9.672 -2.130 -0.903 0.252
H 6.574 0.796 -1.330 0.246
H 6.669 0.538 -3.785 0.222

30
Properties=species:S:1:pos:R:3:nbo_charge:R:1 method="wB97M-V/def2-TZVPD" spin_multiplicity=1 lumo_energy_ev=0.050 e_homo_ev=-10.15 de_lowest_ev=4.0665 smiles=O.O.O.O.O.O.O.O.O.O mol_weight_g_mol=180.1 energy_ha=-764.33248
H -0.600 -0.369 0.157 0.475
H 0.514 -0.802 1.096 0.461
H -0.554 -3.424 2.432 0.468
H -1.684 -3.722 3.404 0.464
H -3.288 -0.432 1.927 0.475
H -4.532 -0.409 1.054 0.467
H -2.133 3.357 0.709 0.467
H -2.560 3.377 -0.750 0.472
H 1.312 4.218 -1.188 0.473
H 0.789 2.897 -0.648 0.474
H 3.061 1.395 2.158 0.466
H 4.227 2.056 2.874 0.468
H 1.202 -1.970 -3.809 0.455
H -0.092 -1.288 -4.221 0.477
H 1.653 -1.270 2.480 0.461
H 2.680 -2.256 3.010 0.478
H 0.912 1.718 -2.599 0.481
H 2.048 0.711 -2.653 0.465
H -0.708 -1.663 -1.422 0.466
H -0.752 -3.106 -1.896 0.466
O -0.401 -0.500 1.091 -0.936
O -1.516 -3.436 2.499 -0.932
O -3.583 -0.246 1.028 -0.941
O -2.325 3.960 -0.019 -0.939
O 0.699 3.502 -1.392 -0.943
O 3.742 1.225 2.819 -0.934
O 0.798 -1.100 -3.902 -0.932
O 2.376 -1.840 2.196 -0.939
O 1.104 0.782 -2.474 -0.949
O -1.080 -2.225 -2.110 -0.933

59
Properties=species:S:1:pos:R:3:mulliken_spin:R:1 method="wB97M-V/def2-TZVPD" spin_multiplicity=2 lumo_energy_ev="-7.225 / -9.141" e_homo_ev="-14.98 / -15.10" charge=+2 de_lowest_ev=0.0911 s2=0.782 mol_weight_g_mol=683.1 energy_ha=-2007.90119
Y -0.198 0.186 0.086 0.003
C 3.615 -2.693 0.107 0.017
C 2.359 -1.966 0.405 0.079
N 1.666 -1.300 -0.505 -0.081
N 2.127 -1.305 -1.739 0.580
C 1.417 -0.385 -2.532 -0.035
O 0.466 0.276 -2.049 0.041
C 1.861 -0.240 -3.888 0.027
C 2.910 -1.028 -4.400 0.054
C 3.321 -0.850 -5.704 -0.024
C 2.699 0.107 -6.498 0.060
C 1.659 0.896 -6.000 0.004
C 1.239 0.727 -4.702 0.013
C 1.833 -1.866 1.774 0.092
C 2.505 -2.452 2.833 0.055
C 2.003 -2.303 4.123 -0.017
C 0.856 -1.561 4.305 0.053
C 0.249 -0.982 3.193 -0.002
N 0.709 -1.125 1.956 0.039
H 3.749 -2.807 -0.963 0.004
H 3.616 -3.672 0.586 0.007
H 4.465 -2.129 0.504 0.014
H 3.383 -1.765 -3.767 0.001
H 4.125 -1.449 -6.107 0.000
H 3.028 0.246 -7.520 0.001
H 1.194 1.639 -6.632 0.000
H 0.447 1.337 -4.291 -0.002
H 3.411 -3.014 2.664 0.005
H 2.511 -2.756 4.964 0.001
H 0.431 -1.408 5.287 0.000
H -0.631 -0.363 3.316 0.008
C -2.570 0.541 -2.917 0.002
C -2.566 0.064 -1.495 0.000
C -2.959 0.919 -0.462 -0.002
C -3.034 0.486 0.867 0.000
C -3.545 1.403 1.935 0.000
C -2.651 -0.830 1.156 0.000
C -2.244 -1.716 0.149 0.004
C -1.926 -3.152 0.467 0.000
C -2.194 -1.249 -1.170 -0.001
H -3.599 0.601 -3.275 0.000
H -2.023 -0.137 -3.569 0.000
H -2.137 1.539 -2.995 0.000
H -3.236 1.940 -0.701 0.000
H -4.635 1.449 1.874 0.000
H -3.167 2.416 1.804 0.000
H -3.281 1.052 2.931 0.000
H -2.722 -1.192 2.175 0.001
H -2.823 -3.759 0.331 0.000
H -1.603 -3.272 1.501 0.000
H -1.161 -3.554 -0.196 -0.001
H -1.908 -1.931 -1.963 0.000
F -0.426 2.479 -0.446 0.000
Sb 0.532 3.178 1.115 0.000
F 1.592 1.558 0.628 -0.003
F 1.590 4.238 0.050 0.000
F 1.434 3.303 2.714 0.000
F -0.870 4.317 1.475 0.000
F -0.534 1.674 1.866 0.001